43
Properties=species:S:1:pos:R:3:nbo_charge:R:1 method="wB97M-V/def2-TZVPD" de_lowest_kj_mol=105.9 e_lumo_ev=2.8738 total_charge=-1 orbital_gap_ev=9.2813 homo_ev=-6.41
C -2.89165 -0.45454 -0.94072 -0.07
O 0.60086 -1.14359 1.51991 -1.01
H -2.27470 0.56906 -2.66614 0.21
O 0.03196 -2.25292 -0.79901 -1.25
H 4.87062 -0.59679 0.77470 0.49
H -0.11836 0.96644 3.38635 0.48
O -0.55537 3.58079 2.02785 -0.98
H 1.63805 -3.00687 -0.61258 0.50
O 1.19403 -1.18289 -2.92004 -1.03
H -1.46205 3.24064 2.05026 0.47
O -2.93674 0.78077 2.52820 -1.01
H -0.17045 3.09632 1.27235 0.50
H -3.45652 0.31885 -0.41078 0.16
O -0.56230 0.11528 3.59578 -0.99
H 0.27172 -1.74888 0.81034 0.53
C 0.15350 1.73541 -1.67937 0.83
O 3.01968 1.99098 0.93171 -0.97
H 3.13967 -2.62848 -0.29796 0.46
O 2.53587 -3.37196 -0.37274 -1.00
O 1.11774 2.14781 -1.09887 -0.62
H -1.46675 -1.62521 -0.25784 0.51
H -2.15230 0.54538 3.06044 0.50
H -1.10969 -0.36043 -2.35374 0.27
C -1.24037 1.46921 -1.03817 -0.16
H 0.97851 0.88600 -3.15946 0.53
H -3.56340 -1.10499 -1.50603 0.17
H -0.27538 -3.15749 -1.01594 0.45
H 3.51270 -1.38860 0.76922 0.47
O 0.21414 1.43692 -2.99402 -0.73
N -0.86673 1.27649 0.36541 -0.88
H -0.24447 0.48780 0.48171 0.39
H 2.09332 1.95658 0.61877 0.50
H 0.88251 -1.90838 -3.46818 0.46
H -1.67743 0.99574 0.89754 0.39
H 0.75391 -1.41581 -2.02130 0.52
O -2.30858 -1.25023 0.12073 -0.81
H -1.89807 2.33114 -1.12607 0.21
C -1.79408 0.21155 -1.72750 -0.49
O 4.43122 -1.41252 0.49058 -0.96
H 1.46183 -1.51142 1.72721 0.47
H -0.18123 -0.49777 2.90826 0.51
H -3.18528 -0.01102 2.02614 0.48
H 3.49005 1.89166 0.10299 0.46